# H4OSSi

A cluster of 2 separate species, H4OSSi in total (ωB97M-V/def2-TZVPD, the OMol25 dataset).

Values from the calculation:
HOMO energy = -7.630 eV
max |F| = 0.0489 Eh/bohr

Each line ends with the natural charge from an NBO analysis.
Atoms and positions in Å:
S 1.679006 0.635619 -1.114561  -0.7902
Si -1.142902 -0.177594 1.038578  1.6866
O -0.786991 -0.697454 -0.402917  -1.1336
H -2.025424 0.933939 1.030158  -0.1943
H 0.076143 -0.264837 -0.867366  0.4759
H -0.518427 -0.776914 2.167736  -0.1869
H 2.718595 0.347241 -1.851629  0.1424

Cartesian forces, eV/Å:
-1.443 0.599 1.155
1.038 -0.396 -2.258
-0.642 0.179 1.064
-0.691 0.679 0.549
1.146 -0.228 -0.821
0.093 -0.260 0.877
0.500 -0.574 -0.566